--- i ---
27
Properties=species:S:1:pos:R:3 method="wB97M-V/def2-TZVPD" orbital_gap_ev=9.3050 smiles=Cc1ccc(O)cc1.CCC homo_energy_ev=-8.48
H -0.543 4.319 -0.243
C -0.995 3.359 0.022
H 0.954 0.008 2.155
H -0.866 -1.166 0.989
C 1.327 1.168 -2.062
H 0.746 -1.837 -2.815
H -2.063 3.546 -0.138
H 1.740 -1.637 2.505
H -1.245 -0.992 -1.544
C 0.835 -1.071 2.272
C 0.614 -0.021 -2.080
C -0.415 -3.182 1.627
H 2.294 1.235 -2.534
C -0.469 2.252 -0.857
H -0.115 -3.963 0.920
H 0.552 -1.751 0.257
C 0.019 -1.774 1.215
H -1.496 -3.254 1.788
H 0.052 -3.487 2.572
H -2.124 0.947 -0.452
O 1.310 -1.111 -2.537
C 0.787 2.281 -1.441
H 0.294 -1.122 3.230
C -1.165 1.060 -0.943
H -0.801 3.125 1.063
H 1.427 3.155 -1.420
C -0.655 -0.087 -1.548

---

--- ii ---
27
Properties=species:S:1:pos:R:3 method="wB97M-V/def2-TZVPD" orbital_gap_ev=9.6043 smiles=Cc1ccc(O)cc1.CCC homo_energy_ev=-8.71
H 0.469 -0.099 1.290
H -3.071 -0.917 -2.112
C -0.409 -1.829 -0.302
H -2.585 0.297 -0.945
C 1.022 0.791 1.554
C 0.969 -2.048 -0.348
H 1.578 -2.746 0.200
H 3.551 -1.215 -0.971
H -1.775 2.215 1.411
C 1.014 -0.778 -2.437
H -0.987 -2.304 0.482
H 0.874 2.294 3.022
H -0.989 -0.018 -3.046
H 1.351 1.308 0.654
C 1.653 -1.410 -1.371
C 0.170 1.653 2.482
H -0.382 2.935 0.862
H -0.982 3.447 2.403
C -2.513 -0.770 -1.190
C -0.332 -0.499 -2.339
H -0.265 1.045 3.277
H 1.646 -0.366 -3.212
C -1.031 -1.062 -1.259
O 3.001 -1.688 -1.597
H 1.902 0.428 2.090
H -3.066 -1.234 -0.372
C -0.813 2.572 1.774

---

Short version: ii is the least stable of them.

---

--- i ---
27
Properties=species:S:1:pos:R:3 method="wB97M-V/def2-TZVPD" orbital_gap_ev=9.6795 smiles=CCc1ccc(O)cc1.CC homo_energy_ev=-8.76
H 0.587 1.069 -2.254
H 2.289 1.838 -0.639
C -1.832 -2.691 -0.664
H 3.256 1.683 2.377
C -0.722 1.429 -0.588
C -1.774 1.002 0.220
H 3.783 2.683 0.051
H 3.457 0.441 1.314
C -0.698 -0.644 -1.692
C -0.186 0.668 -1.597
H 1.770 1.104 1.542
H -2.887 -0.635 0.892
H -2.239 1.742 0.830
H 0.296 2.864 0.221
C 2.833 1.368 1.423
H -1.985 -3.497 1.392
H -2.916 -2.881 -0.668
O -0.267 2.747 -0.561
C -1.211 -3.224 0.657
H -0.288 -1.285 -2.479
C 2.758 2.308 0.232
H -0.580 -4.063 0.418
H -0.628 -2.393 1.132
C -2.092 -0.337 0.199
H 2.159 3.162 0.479
C -1.540 -1.206 -0.751
H -1.344 -3.251 -1.486

---

--- ii ---
27
Properties=species:S:1:pos:R:3 method="wB97M-V/def2-TZVPD" orbital_gap_ev=9.3869 smiles=CCc1ccc(O)cc1.CC homo_energy_ev=-8.55
H -2.983 3.237 -0.408
H 1.736 -3.982 3.124
C -0.439 0.831 0.003
H -2.658 1.808 0.622
C -0.084 -0.299 -0.702
H 1.619 -2.304 1.221
C -2.352 2.894 0.504
H 1.475 1.066 -3.331
H 0.024 -3.392 3.069
C -0.312 2.106 -0.567
H 1.883 -3.809 0.616
C 0.884 1.018 -2.407
H -0.405 -1.229 -0.297
H -2.678 3.419 1.343
H -0.857 4.215 -0.380
H 0.799 3.111 -2.147
C 0.440 2.181 -1.732
C 0.566 -0.261 -1.906
C 0.809 -3.826 2.580
H -0.658 0.714 1.081
C -0.851 3.272 0.235
O 0.774 -1.289 -2.809
H -0.332 3.342 1.178
H 0.231 -3.303 0.570
C 1.157 -3.218 1.219
H 0.508 -4.971 2.363
H 1.703 -1.330 -3.044

---

--- iii ---
27
Properties=species:S:1:pos:R:3 method="wB97M-V/def2-TZVPD" orbital_gap_ev=9.2671 smiles=Cc1ccc(O)cc1.CCC homo_energy_ev=-8.41
H 2.238 -1.683 -3.148
H -2.059 -2.264 1.148
C -2.241 0.126 2.269
H -2.598 0.486 0.172
H 1.547 3.010 -1.729
H -2.723 1.035 2.649
H 0.822 0.589 1.663
C 1.513 -0.485 -0.089
H -3.475 -2.228 0.188
C 2.568 -1.523 -2.116
H 3.627 -1.279 -2.111
C -2.888 -0.235 0.946
H -1.891 -1.624 -0.429
C -2.585 -1.641 0.413
O 0.975 3.050 0.719
H -1.201 0.389 2.137
C 1.215 1.889 0.041
H -2.426 -0.581 3.075
H 1.460 -1.466 0.371
H 2.417 -2.475 -1.604
C 1.199 0.646 0.651
C 1.858 -0.373 -1.430
C 1.555 2.018 -1.296
H -3.968 -0.084 0.972
C 1.824 0.884 -2.038
H 1.125 2.927 1.660
H 2.111 0.893 -3.084

---

--- iv ---
27
Properties=species:S:1:pos:R:3 method="wB97M-V/def2-TZVPD" orbital_gap_ev=9.3478 smiles=Cc1ccc(O)cc1.CCC homo_energy_ev=-8.41
H -1.763 1.926 2.300
H 0.156 -2.761 0.700
H 0.954 2.246 -0.909
O -2.614 -0.565 -1.365
C 0.072 1.762 -0.501
C -0.761 0.949 -1.250
H 1.553 -2.353 1.638
H -0.473 0.589 -2.237
H 0.250 2.951 2.709
H -0.134 -2.308 -1.483
H 0.923 3.754 1.333
C 0.934 -2.373 -1.677
C -0.240 2.014 0.835
C 1.681 -1.753 -0.483
H -3.342 0.545 0.854
H 1.152 -3.439 -1.620
H -2.028 -1.049 -1.953
H 1.774 -0.663 -0.577
C 0.912 -1.989 0.839
C 0.720 2.759 1.738
H 2.683 -2.179 -0.412
H 0.418 -1.071 1.154
C -1.507 1.632 1.290
H 1.635 2.189 1.894
C -1.902 0.384 -0.699
H 1.309 -2.041 -2.650
C -2.358 0.842 0.533

---

Short version: ii is the least stable of them.

---

--- i ---
27
Properties=species:S:1:pos:R:3 method="wB97M-V/def2-TZVPD" orbital_gap_ev=9.6698 smiles=Cc1ccc(O)cc1.CCC homo_energy_ev=-8.80
H 0.570 -1.668 1.998
C 0.720 0.010 -3.013
C 0.021 -0.875 2.522
C 0.051 -1.329 3.993
H -0.457 -0.535 4.559
H 2.741 0.775 -3.302
C -0.557 1.212 -1.301
C 1.810 0.818 -2.755
H -1.203 -1.802 -1.909
H 0.746 -0.758 -3.772
H -2.111 -1.356 2.162
H 1.047 -1.446 4.398
H 0.508 2.831 -0.336
C -1.356 -0.539 2.059
H -0.583 -2.210 4.056
C -0.436 0.193 -2.229
H 0.600 0.034 2.302
H -1.902 0.025 2.830
H -1.571 1.306 -0.955
H -1.903 -1.024 -3.327
H -1.455 -0.219 1.031
C 0.587 1.968 -0.979
C 1.739 1.694 -1.680
H 3.480 1.836 -0.941
H -2.425 -0.543 -1.744
C -1.543 -0.847 -2.309
O 2.881 2.449 -1.358

---

--- ii ---
27
Properties=species:S:1:pos:R:3 method="wB97M-V/def2-TZVPD" orbital_gap_ev=9.4589 smiles=Cc1ccc(O)cc1.CCC homo_energy_ev=-8.50
H -1.189 -0.163 1.164
C 4.535 -1.105 -0.549
H 3.989 1.554 -0.954
H -2.880 1.289 0.408
O -0.468 1.491 -1.221
H 2.016 -2.175 -0.262
H -1.157 0.864 -1.507
H -4.936 1.446 1.436
H 4.441 -2.091 -1.012
C 3.099 0.950 -0.833
C 3.204 -0.407 -0.573
C 0.775 -0.500 -0.638
H 4.928 -1.258 0.456
H -2.179 -1.540 1.212
C 1.885 1.581 -1.053
C -3.256 0.293 0.582
C -2.209 -0.461 1.403
H 1.833 2.631 -1.286
H -3.436 -0.316 -0.293
C -4.635 0.407 1.305
H -4.560 -0.005 2.312
H -5.419 -0.106 0.747
H -0.089 -1.149 -0.654
C 0.723 0.820 -1.047
H 5.264 -0.571 -1.164
H -2.298 -0.368 2.486
C 2.020 -1.113 -0.467

---

--- iii ---
27
Properties=species:S:1:pos:R:3 method="wB97M-V/def2-TZVPD" orbital_gap_ev=8.8523 smiles=Cc1ccc(O)cc1.CCC homo_energy_ev=-8.09
C -1.006 -0.305 -0.446
C -0.441 1.933 2.384
C 0.822 0.845 -1.704
H 0.049 1.125 4.453
H 1.121 2.972 -1.578
H -0.393 -1.271 4.008
H -1.403 2.330 1.921
H 2.452 2.099 -2.184
C -0.518 -1.505 -0.906
H -1.767 -2.634 0.042
O -0.973 -2.753 -0.655
H 0.939 -2.461 -2.208
H -1.518 0.928 4.012
C -0.464 0.849 3.531
H -1.854 -0.393 0.144
H 0.864 -0.617 2.742
H 1.014 2.045 -3.263
H 2.075 -0.586 -2.827
H 0.213 1.605 1.614
C 1.409 2.101 -2.217
C 0.605 -1.573 -1.847
C 1.225 -0.416 -2.213
C -0.130 -0.619 3.189
H -0.621 1.817 -0.317
H 0.252 2.751 2.818
C -0.294 0.886 -0.837
H -0.890 -0.865 2.257

---

Short version: iii is the least stable of them.